Record 1
{"formula": "C15H18N4O2", "method": "ωB97M-V/def2-TZVPD", "e_lumo_ev": 0.7073, "gap_ev": 9.0066, "homo_energy_ha": -0.30499, "e_above_lowest_kj_mol": 91.5, "symbols": ["C", "C", "C", "C", "C", "O", "N", "C", "C", "N", "C", "N", "C", "C", "C", "N", "C", "C", "C", "C", "O", "H", "H", "H", "H", "H", "H", "H", "H", "H", "H", "H", "H", "H", "H", "H", "H", "H", "H"], "positions_angstrom": [[0.270, 2.175, 5.200], [0.840, 1.394, 4.071], [1.019, 1.700, 2.758], [1.621, 0.555, 2.154], [2.104, 0.387, 0.765], [3.265, 0.104, 0.520], [1.187, 0.576, -0.219], [-0.242, 0.648, 0.026], [-0.982, 0.933, -1.277], [-0.701, -0.101, -2.243], [-1.668, -0.654, -2.995], [-1.304, -1.655, -3.811], [-2.252, -2.180, -4.561], [-3.569, -1.745, -4.523], [-3.837, -0.710, -3.638], [-2.910, -0.160, -2.880], [0.649, -0.623, -2.278], [1.588, 0.361, -1.596], [1.774, -0.359, 3.161], [2.334, -1.734, 3.144], [1.284, 0.139, 4.315], [-0.021, 3.161, 4.853], [1.004, 2.278, 5.998], [-0.603, 1.668, 5.611], [0.795, 2.635, 2.286], [-0.600, -0.303, 0.446], [-0.463, 1.439, 0.745], [-0.679, 1.912, -1.669], [-2.060, 0.951, -1.110], [-1.935, -2.983, -5.215], [-4.335, -2.183, -5.139], [-4.833, -0.299, -3.525], [0.941, -0.783, -3.319], [0.689, -1.594, -1.768], [2.608, -0.031, -1.575], [1.593, 1.314, -2.137], [2.986, -1.841, 2.282], [2.902, -1.913, 4.055], [1.540, -2.479, 3.087]]}


Record 2
{"formula": "C15H18N4O2S", "method": "ωB97M-V/def2-TZVPD", "e_lumo_ev": 0.2302, "gap_ev": 8.9505, "homo_energy_ha": -0.32047, "e_above_lowest_kj_mol": 112.0, "symbols": ["C", "C", "C", "C", "C", "C", "N", "C", "O", "C", "C", "C", "O", "N", "C", "N", "N", "C", "C", "S", "C", "C", "H", "H", "H", "H", "H", "H", "H", "H", "H", "H", "H", "H", "H", "H", "H", "H", "H", "H"], "positions_angstrom": [[3.066, 1.340, 2.919], [2.443, 1.387, 1.557], [2.926, 0.580, 0.533], [2.370, 0.632, -0.731], [1.320, 1.499, -1.005], [0.654, 1.471, -2.356], [-0.259, 0.344, -2.389], [-0.016, -0.773, -3.102], [0.814, -0.857, -3.982], [-0.900, -1.941, -2.666], [-0.232, -2.601, -1.445], [-1.202, -3.498, -0.736], [-1.319, -4.682, -0.919], [-2.033, -2.903, 0.214], [-2.113, -1.619, 0.648], [-1.632, -0.572, 0.067], [-1.856, 0.561, 0.724], [-2.510, 0.436, 1.814], [-2.884, 1.546, 2.712], [-2.947, -1.242, 2.159], [0.830, 2.300, 0.015], [1.389, 2.247, 1.280], [3.321, 0.318, 3.193], [3.985, 1.927, 2.929], [2.394, 1.750, 3.670], [3.744, -0.098, 0.732], [2.748, -0.007, -1.517], [0.096, 2.395, -2.534], [1.379, 1.320, -3.159], [-0.884, 0.271, -1.595], [-0.982, -2.663, -3.477], [-1.892, -1.574, -2.405], [0.126, -1.830, -0.762], [0.609, -3.207, -1.784], [-2.621, -3.573, 0.699], [-2.456, 1.391, 3.702], [-3.967, 1.602, 2.816], [-2.510, 2.477, 2.296], [0.003, 2.968, -0.179], [0.997, 2.879, 2.064]]}


Record 3
{"formula": "C15H18N6O3PtS", "method": "ωB97M-V/def2-TZVPD", "e_lumo_ev": [0.0392, 0.0199], "gap_ev": [6.4923, 7.4141], "homo_energy_ha": [-0.23715, -0.27173], "multiplicity": 3, "s2": 2.005, "symbols": ["Pt", "N", "C", "C", "N", "C", "C", "N", "C", "C", "N", "H", "H", "H", "H", "H", "H", "C", "C", "C", "O", "C", "O", "O", "H", "H", "H", "H", "H", "H", "H", "C", "C", "C", "C", "N", "C", "S", "N", "H", "H", "H", "H", "H"], "positions_angstrom": [[-0.101, -0.016, -0.071], [0.571, -1.630, 3.820], [0.752, -0.337, 4.267], [0.439, 0.467, 3.216], [0.071, -0.305, 2.146], [0.165, -1.554, 2.533], [-0.099, -2.648, 1.605], [-0.002, -2.474, 0.309], [-0.432, -3.646, -0.262], [-0.779, -4.534, 0.707], [-0.561, -3.885, 1.904], [0.816, -2.465, 4.321], [1.085, -0.120, 5.265], [0.459, 1.541, 3.156], [-0.454, -3.786, -1.329], [-1.151, -5.542, 0.667], [-0.815, -4.223, 2.815], [2.978, 0.383, -2.939], [2.220, -0.701, -2.185], [2.475, -2.081, -2.754], [0.801, -0.377, -2.367], [2.626, -0.602, -0.696], [3.533, -1.309, -0.284], [2.017, 0.315, -0.008], [2.734, 0.341, -4.001], [4.053, 0.250, -2.813], [2.701, 1.362, -2.549], [2.194, -2.105, -3.809], [1.905, -2.835, -2.204], [3.525, -2.345, -2.655], [0.329, -1.192, -2.562], [-4.231, 4.758, -0.354], [-3.078, 3.803, -0.273], [-1.766, 4.263, -0.157], [-0.772, 3.307, -0.092], [-1.071, 2.017, -0.140], [-2.367, 1.645, -0.272], [-2.534, -0.085, -0.353], [-3.378, 2.508, -0.332], [-3.922, 5.780, -0.146], [-5.006, 4.460, 0.351], [-4.670, 4.722, -1.352], [-1.538, 5.318, -0.119], [0.279, 3.555, -0.003]]}


Record 4
{"formula": "C15H18N7OS2Y", "method": "ωB97M-V/def2-TZVPD", "e_lumo_ev": [-2.4508, -2.4673], "gap_ev": [5.1163, 8.5596], "homo_energy_ha": [-0.27808, -0.40523], "total_charge": 1, "multiplicity": 2, "s2": 0.768, "e_above_lowest_kj_mol": 0.0, "symbols": ["Y", "C", "C", "N", "N", "C", "S", "N", "N", "H", "H", "H", "H", "H", "H", "O", "N", "C", "C", "C", "C", "C", "S", "H", "H", "H", "H", "C", "C", "C", "N", "C", "C", "H", "H", "H", "H", "H", "C", "C", "N", "H", "H", "H"], "positions_angstrom": [[-0.586, 0.086, -0.467], [2.530, 0.335, 4.033], [1.980, 1.394, 3.158], [2.400, 2.613, 3.073], [1.601, 3.190, 2.130], [0.694, 2.367, 1.615], [-0.481, 2.699, 0.446], [0.920, 1.206, 2.287], [0.210, 0.025, 2.048], [3.326, 0.767, 4.633], [2.942, -0.475, 3.429], [1.764, -0.067, 4.697], [1.742, 4.151, 1.865], [0.907, -0.726, 1.962], [-0.406, -0.160, 2.836], [-1.763, 0.633, -2.185], [-3.095, 0.674, -2.297], [-3.588, 1.184, -3.449], [-4.934, 1.265, -3.654], [-5.790, 0.808, -2.647], [-5.265, 0.296, -1.489], [-3.877, 0.218, -1.286], [-3.197, -0.420, 0.163], [-2.831, 1.504, -4.147], [-5.306, 1.677, -4.579], [-6.862, 0.861, -2.778], [-5.901, -0.061, -0.692], [4.316, 0.079, 0.694], [3.755, 1.130, -0.081], [2.516, 0.998, -0.625], [1.704, -0.118, -0.448], [2.310, -1.177, 0.235], [3.561, -1.092, 0.798], [5.307, 0.157, 1.116], [4.314, 2.037, -0.272], [2.095, 1.792, -1.231], [1.769, -2.117, 0.243], [3.962, -1.967, 1.296], [-0.448, -4.753, -1.922], [-0.475, -3.407, -1.379], [-0.498, -2.342, -0.957], [0.140, -4.759, -2.838], [-1.464, -5.078, -2.136], [0.005, -5.428, -1.198]]}


Record 5
{"formula": "C15H18NO", "method": "ωB97M-V/def2-TZVPD", "e_lumo_ev": -5.1264, "gap_ev": 7.5786, "homo_energy_ha": -0.46690, "total_charge": 1, "symbols": ["C", "C", "C", "C", "C", "C", "C", "C", "C", "C", "C", "C", "C", "H", "H", "H", "H", "H", "H", "H", "H", "H", "H", "H", "O", "C", "C", "N", "H", "H", "H", "H", "H", "H", "H"], "positions_angstrom": [[0.001, 1.002, 1.523], [-1.253, 0.341, 1.331], [-2.433, 1.120, 1.485], [-3.698, 0.571, 1.407], [-3.843, -0.810, 1.148], [-2.703, -1.586, 0.885], [-1.437, -1.014, 0.891], [1.302, 0.402, 1.454], [2.436, 1.171, 1.047], [3.695, 0.607, 0.954], [3.855, -0.775, 1.211], [2.751, -1.559, 1.587], [1.506, -0.971, 1.760], [-0.027, 2.077, 1.380], [-2.313, 2.190, 1.698], [-4.588, 1.186, 1.582], [-4.823, -1.280, 1.142], [-2.792, -2.668, 0.696], [-0.568, -1.580, 0.548], [2.305, 2.234, 0.798], [4.575, 1.219, 0.709], [4.826, -1.244, 1.098], [2.861, -2.634, 1.782], [0.658, -1.551, 2.118], [-0.205, 3.531, 5.866], [0.628, 4.056, 4.831], [1.041, 2.876, 3.970], [-0.073, 1.969, 3.592], [-0.355, 4.235, 6.510], [0.060, 4.814, 4.259], [1.545, 4.441, 5.312], [1.574, 3.233, 3.088], [1.772, 2.289, 4.538], [-0.804, 2.119, 4.292], [0.291, 1.014, 3.797]]}


Record 6
{"formula": "C15H19AuN3O11P2S", "method": "ωB97M-V/def2-TZVPD", "e_lumo_ev": -6.8773, "gap_ev": 5.1246, "homo_energy_ha": -0.44106, "total_charge": 1, "e_above_lowest_kj_mol": 194.8, "symbols": ["Au", "C", "C", "O", "P", "O", "O", "O", "P", "O", "O", "O", "H", "H", "H", "H", "H", "H", "H", "O", "C", "O", "C", "C", "C", "C", "C", "C", "N", "O", "O", "H", "H", "H", "H", "C", "C", "C", "C", "N", "C", "S", "N", "C", "H", "H", "H", "H", "H", "H", "H", "H"], "positions_angstrom": [[-0.956, 0.565, -0.089], [-0.272, 1.225, -3.506], [0.606, 2.251, -2.833], [1.464, 2.939, -3.693], [1.698, 1.471, -1.589], [2.394, 2.525, -0.673], [2.902, 0.814, -2.358], [1.045, 0.320, -0.872], [-0.443, 3.392, -1.764], [0.621, 4.576, -1.545], [-1.671, 3.810, -2.439], [-0.430, 2.663, -0.423], [0.340, 0.480, -4.015], [-0.937, 1.713, -4.217], [-0.885, 0.742, -2.742], [0.946, 3.479, -4.308], [1.784, 3.147, -0.261], [3.450, 1.462, -2.812], [0.280, 5.412, -1.868], [-5.048, 0.926, 1.073], [-3.871, 0.687, 1.198], [-2.996, 0.737, 0.295], [-3.437, 0.247, 2.630], [-2.116, 0.324, 3.039], [-1.769, -0.104, 4.311], [-2.759, -0.569, 5.162], [-4.087, -0.622, 4.769], [-4.427, -0.212, 3.490], [-2.387, -1.000, 6.510], [-1.208, -1.106, 6.739], [-3.286, -1.217, 7.279], [-1.347, 0.715, 2.386], [-0.741, -0.069, 4.642], [-4.842, -0.971, 5.458], [-5.455, -0.249, 3.166], [2.150, -2.656, -3.710], [1.990, -2.482, -2.246], [3.028, -2.402, -1.344], [2.733, -2.302, 0.026], [1.473, -2.212, 0.441], [0.506, -2.187, -0.431], [-1.128, -1.905, 0.055], [0.734, -2.397, -1.756], [3.775, -2.267, 1.071], [3.188, -2.840, -3.972], [1.813, -1.760, -4.232], [1.542, -3.493, -4.054], [4.052, -2.436, -1.680], [-0.068, -2.432, -2.381], [4.771, -2.455, 0.680], [3.534, -2.992, 1.847], [3.749, -1.287, 1.546]]}


Record 7
{"formula": "C15H19Br2Cl24NO", "method": "ωB97M-V/def2-TZVPD", "e_lumo_ev": 0.0121, "gap_ev": 9.6439, "homo_energy_ha": -0.35396, "symbols": ["C", "C", "Br", "C", "Br", "C", "C", "C", "N", "C", "O", "H", "H", "H", "H", "H", "H", "H", "H", "H", "H", "H", "Cl", "C", "Cl", "Cl", "H", "Cl", "C", "Cl", "Cl", "H", "Cl", "C", "Cl", "Cl", "H", "Cl", "C", "Cl", "Cl", "H", "Cl", "C", "Cl", "Cl", "H", "Cl", "C", "Cl", "Cl", "H", "Cl", "C", "Cl", "Cl", "H", "Cl", "C", "Cl", "Cl", "H"], "positions_angstrom": [[1.941, -0.352, 0.147], [0.863, 0.676, -0.540], [1.756, 2.314, -1.263], [-0.422, 1.055, 0.462], [0.204, 1.367, 2.335], [-1.504, -0.160, 0.278], [-2.494, 0.115, -1.031], [-3.360, -1.308, -0.924], [-3.624, -1.337, 0.596], [-2.680, -0.410, 1.389], [-2.882, 0.049, 2.625], [2.527, 0.089, 1.066], [1.340, -1.287, 0.524], [2.720, -0.693, -0.688], [0.377, 0.112, -1.461], [-0.890, 2.038, 0.015], [-0.926, -1.178, 0.268], [-1.983, 0.378, -2.050], [-3.294, 0.881, -0.609], [-2.543, -2.075, -1.323], [-4.309, -1.423, -1.607], [-3.590, -2.344, 0.872], [-2.093, 2.056, -3.545], [-1.393, 3.557, -2.915], [-1.822, 4.927, -3.953], [-1.931, 3.844, -1.252], [-0.305, 3.455, -2.912], [4.949, 5.758, -4.123], [3.887, 5.650, -2.709], [2.246, 5.195, -3.198], [4.531, 4.491, -1.534], [3.844, 6.634, -2.234], [3.300, -3.508, 0.934], [2.413, -3.556, 2.467], [2.959, -2.259, 3.543], [0.669, -3.434, 2.181], [2.616, -4.515, 2.952], [-2.767, 1.237, -8.202], [-1.538, 2.131, -7.291], [0.047, 1.357, -7.460], [-1.468, 3.817, -7.831], [-1.817, 2.119, -6.234], [-1.680, 8.391, -0.662], [-2.962, 7.494, -1.495], [-4.206, 6.975, -0.345], [-3.676, 8.482, -2.781], [-2.520, 6.604, -1.949], [0.009, -6.083, 4.166], [1.150, -6.016, 5.520], [1.315, -7.610, 6.275], [2.727, -5.418, 4.976], [0.757, -5.321, 6.267], [-2.676, -6.240, 6.522], [-3.693, -7.598, 6.010], [-4.445, -7.256, 4.442], [-2.743, -9.092, 5.931], [-4.486, -7.733, 6.750], [8.043, -0.207, 1.707], [6.761, -1.103, 0.874], [5.517, -1.622, 2.024], [6.047, -0.116, -0.412], [7.203, -1.993, 0.420]]}


Record 8
{"formula": "C15H19BrN4ORhS4Sb", "method": "ωB97M-V/def2-TZVPD", "e_lumo_ev": -0.5841, "gap_ev": 5.6865, "homo_energy_ha": -0.23044, "e_above_lowest_kj_mol": 129.4, "symbols": ["Rh", "S", "Sb", "S", "S", "C", "C", "C", "C", "C", "Br", "N", "C", "H", "H", "H", "H", "H", "H", "C", "N", "C", "C", "N", "C", "S", "H", "H", "H", "H", "H", "H", "H", "H", "O", "N", "C", "C", "C", "C", "C", "H", "H", "H", "H", "H"], "positions_angstrom": [[0.139, -0.138, -0.297], [-2.220, -3.127, 2.012], [-1.391, -3.195, -0.132], [-1.855, -1.003, -1.232], [0.883, -2.313, 0.243], [-0.839, 5.056, -2.042], [0.161, 4.102, -1.452], [1.530, 4.338, -1.515], [2.425, 3.441, -0.953], [1.901, 2.315, -0.355], [3.021, 1.015, 0.450], [0.605, 2.061, -0.285], [-0.248, 2.941, -0.811], [-0.350, 5.969, -2.374], [-1.602, 5.314, -1.307], [-1.345, 4.604, -2.896], [1.901, 5.230, -2.005], [3.493, 3.604, -0.966], [-1.299, 2.699, -0.692], [-2.975, -0.237, 4.189], [-1.579, -0.568, 4.042], [-0.956, -1.565, 4.904], [0.343, -1.909, 4.163], [0.346, -0.945, 3.068], [-0.847, -0.349, 2.950], [-1.349, 0.616, 1.656], [-3.156, 0.178, 5.182], [-3.588, -1.129, 4.042], [-3.248, 0.495, 3.435], [-1.612, -2.434, 4.988], [-0.778, -1.148, 5.897], [0.326, -2.926, 3.766], [1.230, -1.780, 4.784], [0.882, -1.144, 2.239], [1.362, -0.099, -2.185], [1.201, -1.206, -2.894], [0.168, -1.311, -3.753], [-0.059, -2.479, -4.445], [0.797, -3.557, -4.278], [1.872, -3.417, -3.415], [2.051, -2.238, -2.729], [-0.457, -0.438, -3.828], [-0.923, -2.543, -5.090], [0.627, -4.482, -4.811], [2.572, -4.224, -3.259], [2.839, -2.077, -2.013]]}


| no. | M (u) | calculated total energy (eV) |
| --- | --- | --- |
| 1 | 286.33 | -25902.8561 |
| 2 | 318.40 | -36738.6702 |
| 3 | 557.49 | -45012.2114 |
| 4 | 465.40 | -51034.5976 |
| 5 | 228.32 | -19376.7808 |
| 6 | 708.31 | -75956.0374 |
| 7 | 1240.00 | -460019.4568 |
| 8 | 704.18 | -146800.6306 |